No. 1
Formula: C44H50Ge2I2N4O3PS2Ti
Source: the OMol25 dataset
Level of theory: the ωB97M-V functional and the def2-TZVPD basis

Each line ends with the Löwdin charge.
Geometry (Å):
Ti 0.227 -0.425 0.146  0.278
O -0.159 -1.642 2.957  -0.114
N -0.528 -1.923 1.549  -0.087
C -1.493 -2.811 1.613  -0.073
C -2.059 -3.700 0.658  -0.234
C -2.724 -4.821 1.223  0.003
C -3.220 -5.816 0.372  -0.040
C -3.113 -5.723 -1.028  -0.026
C -2.576 -4.564 -1.558  -0.061
C -2.032 -3.580 -0.713  -0.334
P -1.058 -2.227 -1.420  1.052
C 0.147 -3.340 -2.277  -0.344
C 0.860 -4.214 -1.456  -0.103
C 1.933 -4.940 -1.967  -0.080
C 2.364 -4.760 -3.252  -0.076
C 1.613 -3.943 -4.101  -0.045
C 0.466 -3.234 -3.638  -0.049
C -2.251 -1.669 -2.643  -0.427
C -1.824 -0.941 -3.763  -0.151
C -2.751 -0.513 -4.717  -0.053
C -4.142 -0.688 -4.523  -0.042
C -4.550 -1.341 -3.347  -0.082
C -3.636 -1.806 -2.424  -0.175
H 0.030 -0.672 2.932  -0.050
H -1.896 -2.958 2.619  0.146
H -2.822 -4.933 2.301  0.122
H -3.749 -6.672 0.840  0.124
H -3.366 -6.537 -1.724  0.127
H -2.541 -4.352 -2.626  0.126
H 0.563 -4.369 -0.426  0.107
H 2.407 -5.683 -1.335  0.114
H 3.266 -5.246 -3.608  0.113
H 1.907 -3.781 -5.123  0.101
H -0.127 -2.675 -4.358  0.092
H -0.790 -0.709 -3.883  0.079
H -2.382 -0.011 -5.621  0.093
H -4.868 -0.264 -5.246  0.120
H -5.622 -1.475 -3.179  0.114
H -3.968 -2.238 -1.462  0.099
C 3.388 -1.669 4.375  -0.183
C 3.275 -1.386 2.884  -0.360
Ge 2.190 0.305 2.364  0.963
C 3.547 1.702 1.828  -0.354
C 4.869 1.761 2.657  -0.151
C 1.392 0.969 4.025  -0.294
C 0.350 1.858 4.016  -0.347
Ge -0.760 1.686 2.314  0.874
C -2.517 1.099 3.265  -0.424
C -3.689 2.093 3.262  -0.217
C -1.025 3.639 1.709  -0.407
C -1.248 4.724 2.782  -0.152
C 0.086 2.684 5.241  -0.225
C 1.181 3.111 6.058  -0.037
C 0.919 3.734 7.269  -0.070
C -0.405 4.088 7.653  -0.074
C -1.462 3.716 6.834  -0.083
C -1.230 3.041 5.638  -0.054
H 4.076 -2.515 4.586  0.085
H 2.399 -1.927 4.779  0.069
H 3.747 -0.801 4.930  0.060
H 2.737 -2.255 2.419  0.048
H 4.278 -1.254 2.396  0.064
H 3.058 2.696 1.916  0.062
H 3.840 1.560 0.739  0.065
H 4.704 2.212 3.672  0.079
H 5.571 2.358 2.082  0.067
H 5.262 0.737 2.813  0.055
H 1.860 0.669 4.985  0.071
H -2.160 0.846 4.277  0.054
H -2.815 0.176 2.682  -0.040
H -3.944 2.478 4.257  0.072
H -4.619 1.663 2.818  0.057
H -3.461 2.959 2.638  0.035
H -1.902 3.587 1.020  0.010
H -0.139 3.927 1.080  0.060
H -2.168 4.527 3.317  0.046
H -1.301 5.727 2.335  0.082
H -0.406 4.687 3.463  0.058
H 2.202 3.027 5.712  0.105
H 1.706 3.930 7.979  0.099
H -0.568 4.633 8.598  0.111
H -2.471 4.035 7.146  0.114
H -2.066 2.801 4.972  0.063
N -1.329 1.336 -7.846  0.097
C -0.448 1.704 -6.867  -0.326
C -0.590 2.935 -6.185  -0.013
C 0.286 3.305 -5.166  -0.066
C 1.302 2.453 -4.826  -0.306
C 1.492 1.230 -5.478  -0.071
C 0.635 0.863 -6.472  -0.034
S 2.388 2.973 -3.508  0.628
O 3.742 2.617 -3.875  -0.374
O 2.056 4.354 -3.229  -0.295
N 1.879 1.921 -2.280  -0.171
C 2.389 0.742 -2.045  -0.696
S 3.951 0.298 -2.634  1.086
C 3.953 -1.153 -1.742  -0.397
C 2.845 -1.226 -0.948  -0.305
N 1.896 -0.230 -1.124  -0.163
H -2.145 1.922 -8.078  0.117
H -1.046 0.736 -8.601  0.098
H -1.448 3.554 -6.419  0.110
H 0.203 4.232 -4.627  0.110
H 2.392 0.657 -5.257  0.106
H 0.797 -0.087 -7.000  0.118
H 4.814 -1.831 -1.850  0.082
H 2.641 -2.041 -0.252  0.099
I -1.062 1.628 -1.348  0.625
I -3.407 0.662 0.085  0.518

As for the charge: +1. Its spin multiplicity is 3. As for the gap between HOMO and LUMO (alpha / beta): 4.67 / 4.79 eV.


No. 2
Formula: C44H50Li2O20S
Source: the OMol25 dataset
Level of theory: the ωB97M-V functional and the def2-TZVPD basis

Each line ends with the Löwdin charge.
Geometry (Å):
Li 1.988 0.426 2.914  0.760
Li -3.436 1.465 0.757  0.764
S -0.181 0.762 0.607  0.251
O 0.645 1.692 -0.060  -0.309
O -0.124 -0.513 -0.029  -0.285
O 0.366 0.596 1.976  -0.411
O -1.503 1.271 0.693  -0.337
C -5.463 -1.050 0.332  -0.108
O -4.254 -0.356 0.419  -0.110
H -5.809 -1.753 1.276  0.149
H -5.709 -1.761 -0.336  0.050
H -6.146 -0.450 0.122  0.002
H -3.482 -0.816 0.300  -0.013
C 3.047 3.972 2.121  -0.138
O 2.445 2.696 2.058  -0.184
H 3.678 4.322 1.386  0.056
H 3.428 4.166 3.181  0.124
H 2.356 4.686 1.925  0.035
H 1.788 2.719 1.224  0.119
C -0.848 -3.652 1.346  -0.033
C -0.833 -4.764 2.168  -0.038
C -1.952 -5.551 2.282  -0.224
C -3.155 -5.217 1.569  0.092
C -3.096 -4.090 0.636  0.039
C -2.006 -3.281 0.658  -0.283
O -2.110 -2.053 -0.058  -0.079
O -2.047 -6.611 3.247  0.066
H 0.067 -3.149 0.983  0.121
H 0.168 -4.823 2.712  0.142
H -3.957 -5.646 1.611  0.014
H -3.891 -3.883 0.287  0.006
H -1.298 -1.321 -0.137  0.064
H -1.432 -6.636 3.846  -0.011
C 6.065 -2.606 1.153  0.041
C 5.739 -1.327 1.797  -0.007
C 4.525 -0.840 1.541  -0.308
C 3.484 -1.389 0.684  0.044
C 3.903 -2.624 -0.004  0.022
C 5.143 -3.249 0.257  -0.303
O 5.441 -4.502 -0.201  0.080
O 4.105 0.419 2.057  -0.027
H 7.037 -3.110 1.292  0.117
H 6.457 -0.800 2.460  0.133
H 2.852 -0.839 0.093  0.065
H 3.183 -2.906 -0.771  0.098
H 4.924 -4.470 -0.946  0.049
H 4.176 1.017 1.396  0.018
C -0.419 -2.590 -4.651  0.069
C -0.004 -3.659 -5.633  0.030
C 0.797 -4.665 -5.300  -0.434
C 1.187 -4.819 -3.933  0.035
C 0.840 -3.732 -3.034  -0.013
C 0.039 -2.736 -3.387  -0.438
O -0.307 -1.795 -2.527  -0.005
O 1.073 -5.707 -6.093  0.000
H -0.971 -1.883 -4.778  0.008
H -0.554 -3.494 -6.643  0.146
H 1.774 -5.596 -3.730  0.054
H 1.198 -3.853 -2.007  0.107
H -0.007 -1.822 -1.445  0.181
H 2.036 -6.011 -5.587  0.215
C -1.858 4.083 -3.220  0.037
C -3.020 3.661 -4.083  -0.004
C -3.198 2.399 -4.587  -0.438
C -2.392 1.338 -4.102  0.048
C -1.384 1.648 -3.011  0.018
C -1.126 2.984 -2.725  -0.414
O -0.155 3.369 -1.889  -0.028
O -4.187 2.116 -5.338  0.135
H -1.728 5.184 -2.918  0.135
H -3.655 4.387 -4.477  0.079
H -2.559 0.264 -4.296  0.103
H -0.738 0.800 -2.563  0.114
H 0.521 2.599 -1.521  0.138
H -4.474 2.749 -5.852  0.033
C -2.583 -0.567 3.339  -0.041
C -3.693 -1.448 3.474  0.041
C -4.866 -1.003 4.207  -0.244
C -4.752 0.191 4.945  0.013
C -3.535 0.968 4.863  0.030
C -2.490 0.521 4.062  -0.308
O -1.447 1.406 3.775  -0.032
O -6.138 -1.624 4.028  0.025
H -1.805 -0.918 2.806  0.080
H -3.598 -2.350 2.937  0.086
H -5.577 0.587 5.633  0.140
H -3.536 1.801 5.377  0.061
H -0.790 1.111 3.084  0.039
H -6.100 -2.519 3.866  0.045
C -0.143 7.068 2.524  -0.016
C -0.036 6.079 3.506  -0.053
C -0.643 4.866 3.394  -0.389
C -1.268 4.393 2.109  0.040
C -1.192 5.408 1.047  -0.016
C -0.591 6.658 1.252  -0.331
O -0.464 7.532 0.182  -0.008
O -0.455 3.978 4.304  0.036
H 0.408 7.979 2.819  0.120
H 0.576 6.329 4.298  0.092
H -1.671 3.259 1.996  0.120
H -1.604 4.980 0.022  0.138
H -0.279 8.496 0.240  0.121
H -0.433 3.008 3.965  0.123
C 2.679 0.553 -2.428  0.037
C 3.409 -0.574 -2.991  -0.022
C 4.748 -0.675 -2.977  -0.315
C 5.555 0.185 -2.200  -0.010
C 4.911 1.268 -1.602  -0.001
C 3.453 1.497 -1.679  -0.302
O 2.889 2.459 -0.910  -0.045
O 5.315 -1.816 -3.631  -0.035
H 1.655 0.314 -2.278  0.074
H 2.899 -1.365 -3.362  0.077
H 6.584 0.195 -2.028  0.092
H 5.352 2.052 -1.089  0.084
H 1.922 1.971 -0.587  0.084
H 6.328 -1.639 -3.784  0.149

As for the gap between HOMO and LUMO: 7.06 eV.


No. 3
Formula: C44H50O16
Source: the OMol25 dataset
Level of theory: the ωB97M-V functional and the def2-TZVPD basis

Each line ends with the Löwdin charge.
Geometry (Å):
C 2.386 -2.600 -2.758  -0.102
O 1.695 -2.895 -1.546  -0.087
H 2.557 -1.566 -3.022  0.066
H 1.620 -2.966 -3.597  0.115
H 3.278 -3.331 -2.915  0.112
H 1.237 -3.577 -1.763  -0.045
C 2.038 5.680 -2.688  -0.147
O 2.685 4.634 -2.081  -0.118
H 1.030 5.254 -2.948  0.117
H 2.409 5.926 -3.507  -0.004
H 2.142 6.588 -2.083  0.106
H 2.227 4.639 -1.217  0.084
C -0.427 -5.388 0.338  -0.004
C -1.089 -4.152 0.709  -0.011
C -2.287 -4.297 1.366  -0.338
C -2.692 -5.574 1.858  -0.014
C -2.011 -6.723 1.540  -0.032
C -0.915 -6.637 0.715  -0.384
O -0.241 -7.747 0.436  0.068
O -2.993 -3.160 1.628  0.028
H 0.575 -5.311 -0.210  0.124
H -0.562 -3.221 0.340  0.121
H -3.680 -5.864 2.350  0.141
H -2.258 -7.742 1.734  0.119
H 0.669 -7.539 0.276  0.097
H -3.768 -3.231 2.195  0.109
C 4.697 1.316 -1.603  -0.021
C 5.060 0.020 -1.126  0.000
C 5.757 -0.795 -1.999  -0.338
C 6.218 -0.386 -3.177  -0.047
C 5.865 0.870 -3.609  -0.013
C 5.123 1.810 -2.808  -0.327
O 4.769 3.073 -3.248  0.008
O 6.045 -2.062 -1.508  0.063
H 3.921 1.894 -0.952  0.135
H 4.521 -0.223 -0.206  0.099
H 6.744 -1.033 -3.844  0.121
H 6.204 1.275 -4.671  0.155
H 4.353 3.549 -2.499  0.073
H 5.696 -2.182 -0.691  0.036
C 1.321 1.545 -4.223  -0.008
C 0.058 1.402 -3.663  0.029
C -0.871 0.418 -4.214  -0.307
C -0.555 -0.386 -5.311  -0.039
C 0.740 -0.239 -5.840  -0.002
C 1.741 0.674 -5.263  -0.305
O 2.878 0.911 -5.949  0.009
O -2.109 0.305 -3.683  0.031
H 2.001 2.108 -3.856  0.034
H -0.286 1.981 -2.772  0.117
H -1.310 -0.953 -5.743  0.089
H 1.108 -0.803 -6.821  0.150
H 3.542 1.591 -5.552  0.155
H -2.590 -0.400 -4.057  0.084
C 0.475 0.257 0.275  0.054
C -0.003 1.640 0.222  0.019
C 0.781 2.613 0.704  -0.338
C 2.021 2.460 1.336  0.044
C 2.484 1.055 1.446  -0.027
C 1.748 0.067 0.835  -0.358
O 2.105 -1.299 0.749  0.014
O 0.390 3.875 0.383  0.049
H -0.074 -0.460 -0.257  0.100
H -0.810 1.812 -0.291  0.057
H 2.514 3.366 1.669  0.116
H 3.492 0.761 2.116  0.191
H 1.688 -1.756 0.088  -0.007
H -0.538 3.907 0.338  0.028
C -2.816 4.588 -1.678  0.014
C -2.401 5.119 -0.482  -0.061
C -2.704 4.494 0.743  -0.310
C -3.426 3.301 0.778  -0.023
C -3.933 2.840 -0.370  0.004
C -3.530 3.294 -1.707  -0.415
O -3.897 2.742 -2.772  0.023
O -2.130 4.925 1.899  0.034
H -2.865 5.137 -2.820  0.183
H -2.107 5.992 -0.436  0.029
H -3.504 2.823 1.606  0.045
H -4.630 1.885 -0.444  0.152
H -3.549 1.712 -2.918  0.199
H -1.699 5.799 2.072  0.145
C -3.275 -0.101 1.755  -0.016
C -4.617 -0.434 1.589  -0.045
C -5.551 -0.160 2.596  -0.317
C -5.142 0.670 3.733  -0.017
C -3.763 1.049 3.930  -0.011
C -2.873 0.602 2.905  -0.352
O -1.593 1.013 2.941  0.027
O -6.867 -0.502 2.419  0.009
H -2.580 -0.320 0.952  0.114
H -5.157 -0.658 0.758  0.085
H -5.738 0.786 4.808  0.152
H -3.313 1.747 4.675  0.127
H -0.952 0.303 2.957  0.065
H -7.489 -0.271 3.153  0.126
C 0.176 -2.385 3.719  -0.006
C -0.379 -3.414 4.554  0.049
C -0.382 -3.253 5.964  -0.288
C 0.048 -2.027 6.481  -0.023
C 0.592 -1.010 5.698  0.022
C 0.560 -1.239 4.287  -0.322
O 0.984 -0.196 3.483  -0.015
O -0.907 -4.263 6.707  0.137
H 0.309 -2.494 2.732  0.066
H -0.842 -4.244 4.023  0.106
H 0.026 -1.880 7.576  0.121
H 0.805 -0.052 6.065  0.099
H 1.482 -0.568 2.688  0.086
H -0.908 -4.129 7.511  -0.042

The structure (SMILES) is Oc1ccc(O)cc1.Oc1ccc(O)cc1.Oc1ccc(O)cc1.Oc1ccc(O)cc1.Oc1ccc(O)cc1.Oc1ccc(O)cc1.Oc1ccc(O)cc1.CO.CO. As for the gap between HOMO and LUMO: 7.97 eV.


No. 4
Formula: C44H51BrOPSeSn
Source: the OMol25 dataset
Level of theory: the ωB97M-V functional and the def2-TZVPD basis

Each line ends with the Löwdin charge.
Geometry (Å):
Sn 0.587 0.573 0.128  0.872
C 4.917 -1.629 3.748  -0.032
C 5.323 -1.447 2.308  -0.241
C 6.665 -1.644 1.986  -0.033
C 7.139 -1.528 0.689  -0.057
C 6.265 -1.216 -0.340  -0.068
C 4.932 -0.997 -0.042  -0.095
C 4.447 -1.099 1.265  -0.293
P 2.661 -0.790 1.439  1.086
C 2.476 -0.012 3.091  -0.340
C 3.243 1.159 3.137  -0.142
C 3.389 1.889 4.303  -0.070
C 2.730 1.465 5.446  -0.072
C 1.911 0.350 5.389  -0.049
C 1.755 -0.408 4.228  -0.264
C 0.856 -1.613 4.298  -0.031
C 1.858 -2.416 1.309  -0.316
C 2.265 -3.557 1.992  -0.081
C 1.471 -4.692 2.005  -0.058
C 0.247 -4.682 1.347  -0.046
C -0.124 -3.586 0.585  -0.026
C 0.708 -2.472 0.508  -0.316
C 0.433 -1.443 -0.557  -0.274
H 5.616 -2.304 4.241  0.090
H 3.918 -2.044 3.860  0.055
H 4.929 -0.681 4.290  0.091
H 7.351 -1.911 2.781  0.119
H 8.188 -1.695 0.484  0.113
H 6.615 -1.138 -1.360  0.110
H 4.250 -0.744 -0.844  0.074
H 3.778 1.483 2.248  0.098
H 4.012 2.774 4.316  0.115
H 2.833 2.014 6.374  0.116
H 1.379 0.037 6.279  0.118
H 0.347 -1.635 5.261  0.086
H 1.411 -2.543 4.195  0.071
H 0.090 -1.606 3.519  0.081
H 3.197 -3.550 2.542  0.105
H 1.793 -5.572 2.545  0.114
H -0.399 -5.549 1.386  0.114
H -1.036 -3.619 0.002  0.120
H -0.549 -1.596 -1.000  0.044
H 1.173 -1.520 -1.356  0.074
C -6.239 3.895 0.461  -0.041
C -5.012 4.629 1.018  -0.556
C -4.584 5.728 0.036  -0.042
C -5.403 5.285 2.342  -0.060
C -3.860 3.639 1.187  -0.155
C -3.395 2.934 0.086  -0.089
C -2.354 2.046 0.253  -0.515
Br -1.757 1.146 -1.341  0.912
C -1.716 1.792 1.473  -0.353
O -0.735 0.857 1.591  -0.304
C -2.160 2.526 2.585  -0.072
C -3.219 3.414 2.400  0.049
C -1.479 2.389 3.947  -0.512
C -2.104 3.318 4.991  -0.060
C -0.003 2.788 3.822  -0.031
C -1.617 0.950 4.467  -0.024
H -7.061 4.598 0.312  0.089
H -6.576 3.119 1.152  0.094
H -6.031 3.422 -0.500  0.078
H -5.391 6.451 -0.101  0.089
H -4.338 5.319 -0.946  0.077
H -3.707 6.263 0.408  0.091
H -6.261 5.939 2.180  0.090
H -4.596 5.897 2.750  0.090
H -5.691 4.546 3.092  0.091
H -3.829 3.074 -0.895  0.108
H -3.550 3.979 3.256  0.087
H -1.972 4.373 4.739  0.094
H -1.608 3.145 5.948  0.091
H -3.169 3.125 5.137  0.090
H 0.091 3.777 3.365  0.100
H 0.573 2.074 3.234  0.053
H 0.446 2.831 4.814  0.080
H -2.663 0.723 4.689  0.097
H -1.048 0.838 5.393  0.083
H -1.251 0.216 3.749  0.060
C 1.620 4.237 -5.969  -0.040
C 1.612 3.843 -4.519  -0.250
C 2.493 2.888 -4.030  -0.003
C 2.512 2.530 -2.687  -0.299
C 3.483 1.489 -2.203  -0.086
C 1.606 3.150 -1.827  -0.509
Se 1.688 2.783 0.071  0.808
C 0.705 4.122 -2.277  -0.299
C -0.251 4.845 -1.367  -0.068
C 0.728 4.445 -3.628  -0.002
H 2.237 3.563 -6.561  0.078
H 2.017 5.247 -6.089  0.090
H 0.612 4.231 -6.385  0.085
H 3.186 2.404 -4.709  0.120
H 4.024 1.048 -3.040  0.088
H 2.973 0.687 -1.660  0.018
H 4.214 1.909 -1.509  0.089
H -0.819 4.160 -0.737  0.042
H -0.953 5.435 -1.955  0.083
H 0.276 5.524 -0.693  0.089
H 0.034 5.193 -3.995  0.125

As for the charge: +1. As for the gap between HOMO and LUMO: 7.68 eV.


The records above yield energy above the lowest of the compared OMol25 structures with the same formula, charge and spin values of 0.00 102.75 0.00 10.91 kcal per mole, respectively.
The records above yield maximum force values of 2.54 13.26 12.89 0.73 eV/A, respectively.